Model P:
Formula: C2H3NOS2
Source: OMol25
Level of theory: the ωB97M-V functional and the def2-TZVPD basis

- Frontier orbital gap (spin up / spin down): 7.21 / 7.19 eV
- E_HOMO (spin up / spin down): -9.225 / -9.222 eV
- LUMO energy (spin up / spin down): -2.02 / -2.03 eV
- Molar mass: 121.186 g mol⁻¹

Each line ends with the Löwdin charge.
Cartesian coordinates (Å):
C1 1.424 -0.616 0.127  -0.4202
C2 -0.284 0.818 -0.631  -1.0602
N1 2.105 0.195 0.760  0.1352
O1 0.350 -0.431 -0.649  -0.1608
S1 0.813 2.135 -0.086  0.7359
S2 -1.859 0.695 0.337  0.7001
H1 1.684 -1.680 0.135  0.1498
H2 -0.616 1.015 -1.653  0.0649
H3 -1.304 0.573 1.539  -0.1446



Model Q:
Formula: C2H3NOS2
Source: OMol25
Level of theory: the ωB97M-V functional and the def2-TZVPD basis

- Frontier orbital gap: 9.09 eV
- E_HOMO: -9.117 eV
- Structure (SMILES): O=CSNC=S
- LUMO energy: -0.02 eV
- Molar mass: 121.186 g mol⁻¹

Each line ends with the Löwdin charge.
Cartesian coordinates (Å):
O1 2.999 0.109 1.427  -0.0061
C1 1.965 0.307 0.861  -0.5631
S1 1.128 -0.946 -0.110  0.9723
N1 -0.204 -0.047 -0.666  -0.4377
C2 -1.417 -0.031 -0.056  -0.8214
S2 -2.737 0.738 -0.626  0.6128
H1 1.432 1.267 0.845  0.0900
H2 -0.147 0.428 -1.564  0.0923
H3 -1.391 -0.574 0.897  0.0608



Model R:
Formula: C2H3NOS2
Source: OMol25
Level of theory: the ωB97M-V functional and the def2-TZVPD basis

- Frontier orbital gap: 7.98 eV
- E_HOMO: -8.561 eV
- Structure (SMILES): S=CNOC=S
- LUMO energy: -0.58 eV
- Molar mass: 121.186 g mol⁻¹

Each line ends with the Löwdin charge.
Cartesian coordinates (Å):
S1 0.980 1.850 1.864  0.5874
C1 1.001 0.264 1.368  -0.7081
N1 0.256 -0.275 0.456  -0.0821
O1 -0.582 0.560 -0.260  -0.1228
C2 -1.082 0.022 -1.406  -0.6315
S2 -0.802 -1.474 -1.999  0.7150
H1 1.671 -0.476 1.816  0.0800
H2 0.304 -1.214 0.052  0.0777
H3 -1.746 0.743 -1.892  0.0843



The winner here is model Q, beating the second structure by 169.8 kJ/mol.



Model P:
Formula: C4H5NO2S
Source: OMol25
Level of theory: the ωB97M-V functional and the def2-TZVPD basis

- Frontier orbital gap: 8.14 eV
- E_HOMO: -7.650 eV
- Structure (SMILES): Nc1cc(S)oc1O
- LUMO energy: 0.49 eV
- Molar mass: 131.156 g mol⁻¹

Each line ends with the Löwdin charge.
Cartesian coordinates (Å):
N1 -2.493 1.184 0.028  0.0510
C1 -1.196 0.619 -0.084  -0.3261
C2 0.113 1.205 0.014  0.0007
C3 0.940 0.055 0.004  -0.7594
S1 2.688 0.115 -0.042  0.7387
O1 0.240 -1.079 -0.121  0.1074
C4 -1.004 -0.708 -0.062  -0.4414
O2 -1.999 -1.545 0.053  0.1313
H1 -2.371 1.794 0.935  0.1445
H2 -2.633 1.695 -0.867  0.1030
H3 0.412 2.210 0.257  0.1047
H4 2.709 -0.937 1.147  0.0092
H5 -2.720 -0.906 0.329  0.1363



Model Q:
Formula: C4H5NO2S
Source: OMol25
Level of theory: the ωB97M-V functional and the def2-TZVPD basis

- Frontier orbital gap: 9.16 eV
- E_HOMO: -9.321 eV
- Structure (SMILES): C=COC(=O)/C=N\S
- LUMO energy: -0.16 eV
- Molar mass: 131.156 g mol⁻¹

Each line ends with the Löwdin charge.
Cartesian coordinates (Å):
C1 -1.005 1.618 2.625  0.0423
C2 -1.860 1.305 1.662  -0.1739
O1 -1.642 0.620 0.484  0.0217
C3 -0.438 0.156 0.106  -0.4667
O2 0.597 0.261 0.740  0.0471
C4 -0.548 -0.519 -1.208  -0.1800
N1 0.414 -1.076 -1.843  -0.3387
S1 1.994 -1.103 -1.238  0.7917
H1 0.079 1.369 2.588  0.0724
H2 -1.365 2.168 3.493  0.0628
H3 -2.933 1.556 1.749  0.1251
H4 -1.543 -0.557 -1.672  0.1237
H5 2.429 -1.766 -2.345  -0.1276



Model R:
Formula: C4H5NO2S
Source: OMol25
Level of theory: the ωB97M-V functional and the def2-TZVPD basis

- Frontier orbital gap: 9.55 eV
- E_HOMO: -9.029 eV
- Structure (SMILES): O=C1NOC2(CC2)S1
- LUMO energy: 0.52 eV
- Molar mass: 131.156 g mol⁻¹

Each line ends with the Löwdin charge.
Cartesian coordinates (Å):
O1 -2.739 -0.289 0.146  -0.0004
C1 -1.577 0.069 0.155  -0.7440
N1 -1.051 1.355 0.220  0.0542
O2 0.310 1.330 -0.386  -0.1091
C2 0.967 0.066 -0.147  -0.6948
C3 2.364 0.032 -0.525  -0.1684
C4 2.149 -0.086 0.968  -0.0704
S1 -0.313 -1.230 -0.189  1.0150
H1 -1.938 1.894 -0.331  0.2444
H2 2.789 0.980 -0.700  0.0912
H3 2.864 -0.859 -1.142  0.1629
H4 2.324 0.659 1.669  0.0647
H5 2.342 -1.286 1.200  0.1547



Model S:
Formula: C4H5NO2S
Source: OMol25
Level of theory: the ωB97M-V functional and the def2-TZVPD basis

- Frontier orbital gap: 8.51 eV
- E_HOMO: -8.331 eV
- Structure (SMILES): O=c1ccs[nH]1.C=O
- LUMO energy: 0.18 eV
- Molar mass: 131.156 g mol⁻¹

Each line ends with the Löwdin charge.
Cartesian coordinates (Å):
O1 2.560 2.289 1.114  0.0343
C1 1.763 1.508 0.621  -0.4910
C2 1.941 0.141 0.069  -0.0705
C3 0.795 -0.342 -0.350  -0.4108
S1 -0.552 0.705 -0.351  0.9777
N1 0.352 1.838 0.434  -0.2924
H1 2.759 -0.540 0.059  0.1099
H2 0.698 -1.291 -0.856  0.0713
H3 -0.112 2.661 0.869  0.1246
C4 -2.533 -1.703 -0.385  -0.1538
O2 -1.395 -2.017 -0.623  -0.0650
H4 -2.906 -1.342 0.535  0.0618
H5 -3.369 -1.906 -1.136  0.1039



The winner here is model Q, beating the second structure by 7.3 kJ/mol.



Model P:
Formula: C5H7ClOS
Source: OMol25
Level of theory: the ωB97M-V functional and the def2-TZVPD basis

- Frontier orbital gap: 7.58 eV
- E_HOMO: -8.470 eV
- LUMO energy: -0.89 eV
- Molar mass: 150.630 g mol⁻¹

Each line ends with the Löwdin charge.
Cartesian coordinates (Å):
C1 1.256 -1.247 -0.007  -0.1178
C2 0.716 -0.684 1.362  -0.8760
C3 -0.098 0.464 1.451  -0.2659
C4 -0.811 0.927 0.351  -0.5078
C5 -0.978 0.475 -1.113  -0.3493
H1 0.898 -2.508 -0.126  0.1465
H2 0.483 -0.518 -0.846  0.0992
H3 2.583 -0.921 0.154  0.1802
H4 -0.292 0.875 2.427  0.0695
H5 -0.872 -0.498 -1.229  0.0438
H6 -1.893 0.631 -1.646  0.1244
H7 0.014 0.931 -2.763  0.1870
O1 -0.004 1.225 -1.741  -0.0900
S1 0.949 -1.323 2.856  0.6987
Cl1 -1.951 2.170 0.872  0.6575



Model Q:
Formula: C5H7ClOS
Source: OMol25
Level of theory: the ωB97M-V functional and the def2-TZVPD basis

- Frontier orbital gap: 9.12 eV
- E_HOMO: -8.987 eV
- Structure (SMILES): OC(=S)C1(Cl)CCC1
- LUMO energy: 0.13 eV
- Molar mass: 150.630 g mol⁻¹

Each line ends with the Löwdin charge.
Cartesian coordinates (Å):
O1 -0.960 -2.455 0.544  -0.0156
C1 -1.049 -1.282 -0.087  -0.8631
S1 -2.496 -0.690 -0.537  0.7822
C2 0.261 -0.518 -0.226  -0.7781
Cl1 1.601 -1.685 -0.588  0.6772
C3 0.245 0.723 -1.122  -0.1872
C4 0.049 1.589 0.140  -0.1657
C5 0.512 0.391 0.994  -0.1551
H1 -0.035 -2.713 0.645  0.0556
H2 -0.515 0.753 -1.888  0.0873
H3 1.214 0.887 -1.572  0.1036
H4 -1.001 1.869 0.332  0.1019
H5 0.647 2.516 0.214  0.1097
H6 1.592 0.470 1.229  0.1167
H7 -0.064 0.146 1.922  0.1307



The winner here is model Q, beating the second structure by 475.2 kJ/mol.



Model P:
Formula: C22H19Br2Cl3N3O2S3SiW
Source: OMol25
Level of theory: the ωB97M-V functional and the def2-TZVPD basis

- Frontier orbital gap: 6.34 eV
- E_HOMO: -9.717 eV
- Net charge: +1
- LUMO energy: -3.38 eV
- Molar mass: 931.707 g mol⁻¹

Each line ends with the Löwdin charge.
Cartesian coordinates (Å):
W1 0.966 0.160 0.489  0.6418
Br1 0.314 -3.597 -3.261  0.8718
C1 -0.839 -3.179 -1.846  -0.5919
C2 -2.035 -3.902 -1.675  -0.1356
C3 -2.874 -3.611 -0.641  -0.6053
Br2 -4.466 -4.602 -0.454  0.8402
C4 -2.565 -2.580 0.285  -0.1621
C5 -3.372 -2.217 1.385  0.0021
C6 -2.973 -1.206 2.209  -0.0067
C7 -1.765 -0.543 1.948  -0.1613
N1 -0.978 -0.856 0.938  -0.0822
C8 -1.365 -1.865 0.096  -0.1290
C9 -0.510 -2.175 -0.980  -0.3572
O1 0.624 -1.433 -1.122  -0.4036
H1 -2.277 -4.692 -2.372  0.1072
H2 -4.299 -2.745 1.561  0.0899
H3 -3.566 -0.903 3.060  0.1210
H4 -1.430 0.266 2.586  0.0768
S1 0.579 2.073 2.023  0.6153
C10 1.238 3.528 1.341  -0.6511
N2 2.560 3.590 1.095  0.0324
C11 3.191 4.662 0.584  -0.0389
C12 2.486 5.802 0.318  -0.0273
C13 1.113 5.804 0.579  -0.0186
C14 0.494 4.681 1.085  -0.0582
H5 3.084 2.734 1.253  0.0453
H6 4.250 4.551 0.406  0.1447
H7 2.989 6.667 -0.085  0.1191
H8 0.530 6.692 0.378  0.1227
H9 -0.567 4.664 1.287  0.1128
C15 -3.544 2.699 -3.581  -0.0274
C16 -2.508 2.140 -2.656  -0.2420
C17 -1.400 1.448 -3.124  0.0134
C18 -0.473 0.936 -2.238  -0.1473
N3 -0.593 1.067 -0.908  -0.1034
C19 -1.663 1.734 -0.448  -0.1355
C20 -2.620 2.279 -1.274  -0.0008
H10 -3.193 2.711 -4.611  0.0847
H11 -3.818 3.713 -3.292  0.0902
H12 -4.450 2.092 -3.539  0.0966
H13 -1.241 1.307 -4.185  0.1258
H14 0.401 0.414 -2.595  0.0836
H15 -1.732 1.844 0.625  0.0676
H16 -3.453 2.812 -0.835  0.1241
C21 3.039 -1.330 5.084  -0.0540
O2 3.569 -0.640 3.936  -0.1477
C22 2.775 -0.460 2.915  -1.1987
S2 3.351 0.280 1.504  0.6002
S3 1.185 -0.954 2.785  0.6819
H17 3.853 -1.369 5.798  0.1018
H18 2.728 -2.334 4.798  0.0929
H19 2.195 -0.774 5.490  0.0915
Cl1 2.073 -3.625 0.458  0.3645
Si1 2.156 -1.730 -0.308  -0.4772
Cl2 2.337 1.479 -1.105  0.0573
Cl3 3.615 -1.764 -1.714  0.3438



Model Q:
Formula: C22H19Br2Cl3N3O2S3SiW
Source: OMol25
Level of theory: the ωB97M-V functional and the def2-TZVPD basis

- Frontier orbital gap: 6.39 eV
- E_HOMO: -9.796 eV
- Net charge: +1
- LUMO energy: -3.40 eV
- Molar mass: 931.707 g mol⁻¹

Each line ends with the Löwdin charge.
Cartesian coordinates (Å):
W1 -0.086 1.298 0.164  0.6352
Br1 -4.804 1.173 -2.321  0.8729
C1 -3.193 0.398 -2.881  -0.5933
C2 -3.140 -0.321 -4.091  -0.1352
C3 -1.965 -0.870 -4.513  -0.6045
Br2 -1.942 -1.824 -6.139  0.8410
C4 -0.776 -0.734 -3.751  -0.1618
C5 0.480 -1.267 -4.115  0.0021
C6 1.555 -1.078 -3.297  -0.0062
C7 1.394 -0.359 -2.104  -0.1620
N1 0.243 0.166 -1.732  -0.0810
C8 -0.849 -0.015 -2.541  -0.1344
C9 -2.070 0.546 -2.118  -0.3687
O1 -2.083 1.224 -0.933  -0.4114
H1 -4.040 -0.427 -4.680  0.1072
H2 0.573 -1.822 -5.039  0.0898
H3 2.530 -1.472 -3.546  0.1210
H4 2.231 -0.207 -1.434  0.0754
S1 2.047 0.603 1.215  0.6348
C10 2.041 0.275 2.908  -0.6248
N2 1.105 0.782 3.730  0.0521
C11 1.088 0.596 5.067  -0.0389
C12 2.075 -0.122 5.672  -0.0358
C13 3.079 -0.673 4.861  -0.0267
C14 3.062 -0.486 3.503  -0.0720
H5 0.302 1.251 3.293  -0.0273
H6 0.255 1.041 5.590  0.1414
H7 2.067 -0.264 6.742  0.1169
H8 3.873 -1.255 5.311  0.1221
H9 3.827 -0.902 2.865  0.1112
C15 -2.285 -4.875 0.987  -0.0270
C16 -1.784 -3.473 0.829  -0.2414
C17 -2.634 -2.377 0.890  0.0125
C18 -2.134 -1.100 0.727  -0.1449
N3 -0.836 -0.852 0.497  -0.0943
C19 -0.009 -1.908 0.438  -0.1331
C20 -0.435 -3.206 0.601  0.0012
H10 -3.294 -4.895 1.392  0.0848
H11 -1.632 -5.450 1.643  0.0906
H12 -2.299 -5.378 0.018  0.0968
H13 -3.692 -2.504 1.071  0.1257
H14 -2.787 -0.242 0.788  0.0805
H15 1.037 -1.688 0.270  0.0679
H16 0.288 -4.009 0.551  0.1247
C21 3.462 4.950 -1.133  -0.0546
O2 2.534 4.814 -0.039  -0.1490
C22 1.740 3.776 -0.035  -1.2143
S2 0.597 3.581 1.186  0.6170
S3 1.696 2.559 -1.189  0.6645
H17 3.995 5.874 -0.945  0.1018
H18 2.916 5.005 -2.074  0.0917
H19 4.147 4.104 -1.141  0.0914
Cl1 -1.444 3.682 -2.651  0.3708
Si1 -1.559 2.903 -0.761  -0.4654
Cl2 -1.442 1.523 2.218  0.1148
Cl3 -3.025 3.934 0.180  0.3483



The winner here is model Q, beating the second structure by 11.4 kJ/mol.



Model P:
Formula: C2H3ClO2S
Source: OMol25
Level of theory: the ωB97M-V functional and the def2-TZVPD basis

- Frontier orbital gap: 9.48 eV
- E_HOMO: -9.088 eV
- Structure (SMILES): C=C=O.OSCl
- LUMO energy: 0.40 eV
- Molar mass: 126.564 g mol⁻¹

Each line ends with the Löwdin charge.
Cartesian coordinates (Å):
C1 -0.691 -2.169 -1.569  0.0182
C2 -0.091 -1.434 -0.689  -0.2568
O1 0.462 -0.720 0.063  0.1539
H1 -0.715 -3.244 -1.387  0.0764
H2 -1.129 -1.868 -2.403  0.0069
O2 1.219 3.923 -2.115  -0.5040
S1 1.233 3.753 -0.479  0.4121
Cl1 -0.715 3.774 -0.022  0.1017
H3 0.980 3.092 -2.459  -0.0085



Model Q:
Formula: C2H3ClO2S
Source: OMol25
Level of theory: the ωB97M-V functional and the def2-TZVPD basis

- Frontier orbital gap (spin up / spin down): 8.14 / 6.51 eV
- E_HOMO (spin up / spin down): -8.519 / -8.108 eV
- LUMO energy (spin up / spin down): -0.38 / -1.60 eV
- Molar mass: 126.564 g mol⁻¹

Each line ends with the Löwdin charge.
Cartesian coordinates (Å):
C1 -0.946 0.064 0.604  -0.3953
C2 0.044 -0.253 -1.526  0.0360
O1 -2.113 0.178 0.614  0.1739
O2 0.089 -0.132 -0.055  -0.0189
S1 0.449 0.696 3.240  -0.0040
Cl1 2.327 0.280 2.705  -0.0916
H1 0.856 -0.923 -1.793  0.0983
H2 0.213 0.738 -1.947  0.1021
H3 -0.919 -0.648 -1.842  0.0996



The winner here is model P, beating the second structure by 108.4 kJ/mol.